No. 1
Density functional theory data (the ωB97M-V functional and the def2-TZVPD basis) for a 13-piece molecular cluster, C42H67ClN17O overall in a non-equilibrium geometry.

Atoms and positions in Å:
C  0.67844  2.70692  -0.15354
C  -0.83367  3.26204  -0.60344
N  -1.19869  4.51310  -0.17238
C  -1.72863  2.23219  -1.51020
C  -3.17992  2.88565  -2.02410
Cl  -2.93383  4.48455  -2.98074
C  -3.79753  1.80488  -3.08859
C  -5.00909  0.96008  -2.37929
C  -4.53991  -0.09793  -1.21883
C  -5.66328  0.01672  -3.59764
N  -6.09496  1.92451  -1.98536
O  -7.29000  1.33899  -1.79695
C  -5.71376  2.88903  -0.90146
C  -6.28404  2.51086  0.60502
C  -6.45657  4.33685  -1.29124
C  -4.12828  3.22850  -0.73776
H  0.96472  1.77163  -0.82689
H  0.68561  2.33288  0.96208
H  1.52183  3.50504  -0.30686
H  -0.35753  4.85379  0.37934
H  -1.89957  1.19447  -0.97411
H  -1.14300  1.99084  -2.52048
H  -2.98541  1.13772  -3.62906
H  -4.30083  2.44705  -3.96008
H  -5.17480  -1.08369  -1.16285
H  -4.48178  0.45349  -0.18798
H  -3.41673  -0.40331  -1.48441
H  -4.75875  -0.68611  -3.93510
H  -5.94804  0.63968  -4.55015
H  -6.50013  -0.70563  -3.21332
H  -7.44964  2.29372  0.62524
H  -6.15046  3.50791  1.24777
H  -5.66356  1.68964  1.16203
H  -7.13309  4.19035  -2.26342
H  -5.65398  5.17275  -1.56707
H  -7.16389  4.68250  -0.42418
H  -3.72852  2.57102  0.17501
H  -4.03427  4.35410  -0.35201
C  1.04806  2.34416  4.90503
C  0.19491  1.65701  3.85122
N  -0.51271  1.08700  2.97702
H  1.79779  2.97752  4.42282
H  0.41799  2.96471  5.54816
H  1.55614  1.59583  5.51940
C  0.70781  -2.06487  6.67988
C  0.82971  -0.58992  7.02665
N  0.93088  0.63353  7.31436
H  0.70714  -2.66408  7.59460
H  -0.22368  -2.24416  6.13595
H  1.55033  -2.37156  6.05402
C  -2.96469  -2.18977  3.75118
C  -1.77533  -3.03920  4.16885
N  -0.78869  -3.74376  4.51525
H  -2.91229  -1.97592  2.68006
H  -3.89587  -2.72246  3.96289
H  -2.96094  -1.24594  4.30323
C  3.00739  -5.55353  5.64590
C  1.69768  -5.02278  5.08595
N  0.61131  -4.58253  4.62139
H  3.85003  -5.10211  5.11491
H  3.08437  -5.30951  6.70902
H  3.05140  -6.63944  5.52570
C  5.28062  -5.69077  2.11284
C  6.05362  -4.65584  2.91406
N  6.69481  -3.79730  3.57862
H  5.45320  -5.53952  1.04368
H  5.60938  -6.69674  2.38788
H  4.21056  -5.59747  2.31742
C  3.84536  6.27210  -1.84104
C  3.57313  4.78382  -1.69452
N  3.34731  3.54927  -1.57307
H  3.34477  6.65652  -2.73401
H  3.47081  6.80764  -0.96435
H  4.92081  6.44713  -1.93264
C  2.27624  -10.23454  5.36256
C  2.20216  -9.05501  4.40664
N  2.14062  -8.07657  3.61372
H  1.35622  -10.82240  5.30130
H  3.12485  -10.87294  5.10179
H  2.40209  -9.87612  6.38788
C  -0.40947  7.11933  3.34409
C  0.33517  6.32478  2.28354
N  0.95281  5.66574  1.40374
H  -1.46228  7.21783  3.06542
H  -0.34260  6.60804  4.30835
H  0.02856  8.11671  3.43875
C  1.38062  0.62044  -4.14280
C  2.15362  1.65537  -3.34158
N  2.79481  2.51391  -2.67703
H  1.55320  0.77170  -5.21196
H  1.70938  -0.38552  -3.86776
H  0.31056  0.71374  -3.93822
C  -6.56469  -1.53938  -7.51766
C  -5.37533  -2.38881  -7.09998
N  -4.38869  -3.09337  -6.75358
H  -6.51229  -1.32554  -8.58877
H  -7.49587  -2.07207  -7.30594
H  -6.56094  -0.59555  -6.96560
C  6.26329  1.18298  -1.38458
C  6.66692  -0.14367  -2.00721
N  7.00167  -1.24417  -2.52362
H  6.04367  1.04477  -0.32230
H  7.07651  1.90648  -1.48896
H  5.37269  1.57372  -1.88434
C  4.69912  10.74130  -2.50679
C  4.42689  9.25301  -2.36026
N  4.20107  8.01847  -2.23881
H  4.19853  11.12572  -3.39975
H  4.32457  11.27683  -1.63009
H  5.77457  10.91632  -2.59838
C  9.58907  -3.31984  1.15677
C  10.77843  -4.16927  1.57444
N  11.76507  -4.87382  1.92084
H  9.64147  -3.10599  0.08565
H  8.65789  -3.85253  1.36848
H  9.59282  -2.37600  1.70882
C  3.73438  -12.53776  1.74189
C  4.50738  -11.50282  2.54311
N  5.14857  -10.64428  3.20767
H  3.90696  -12.38650  0.67273
H  4.06314  -13.54372  2.01693
H  2.66432  -12.44445  1.94647
C  -8.73671  1.87490  -8.66456
C  -8.33308  0.54825  -9.28718
N  -7.99833  -0.55225  -9.80360
H  -8.95633  1.73669  -7.60228
H  -7.92349  2.59840  -8.76894
H  -9.62731  2.26564  -9.16432

Cartesian forces (eV/Å) of the 2 atoms listed first:
C -0.453 -0.822 -0.613
C 0.815 2.354 1.812

The value obtained for the HOMO-LUMO gap (alpha / beta) is 6.43 / 6.07 eV. As for the total energy: -3105.57559 hartree. The spin multiplicity is 2. For the lowest unoccupied orbital energy (alpha / beta), the calculation gives 0.33 / -0.03 eV.

Löwdin population analysis, charges in e, atoms 1 to 99: -0.09 -0.29 0.08 -0.13 -0.65 0.55 -0.14 -0.42 -0.03 -0.08 -0.15 -0.04 -0.42 -0.07 -0.06 -0.15 0.06 0.05 0.04 -0.04 0.12 0.11 0.13 0.12 0.10 0.07 0.10 0.10 0.08 0.09 0.10 0.10 0.07 0.09 0.08 0.08 0.12 0.13 -0.10 -0.20 0.08 0.07 0.07 0.02 -0.08 -0.16 0.08 0.08 0.04 0.06 -0.07 -0.07 -0.02 0.07 0.07 0.07 -0.08 -0.11 -0.01 0.06 0.06 0.03 -0.07 -0.21 0.08 0.08 0.08 0.07 -0.28 -0.09 -0.07 0.07 0.09 0.09 -0.08 -0.20 0.11 0.08 0.05 0.08 -0.06 -0.15 0.11 0.08 0.07 0.08 -0.06 -0.05 0.03 0.08 0.08 0.05 -0.11 -0.21 0.07 0.02 0.08 0.06 -0.08

No. 2
Density functional theory data (the ωB97M-V functional and the def2-TZVPD basis) for C4H8O3Y as an isolated structure in a non-equilibrium geometry.

Atoms and positions in Å:
C  1.21629  -0.27784  -2.24036
C  0.16066  0.51258  -1.51508
O  -1.03256  -0.29028  -1.44615
H  2.09636  0.36810  -2.35681
H  1.50152  -1.17132  -1.67234
H  0.87004  -0.56991  -3.23977
H  -0.12762  1.42484  -2.05667
H  0.45306  0.80357  -0.46063
O  -1.53307  -0.14951  1.56680
C  -0.55643  -0.21124  2.42630
C  0.31096  0.83839  2.53351
H  1.14169  0.77411  3.23611
H  -0.35309  -1.18238  2.88899
H  0.04025  1.81821  2.13696
Y  -3.16627  -1.51692  0.68973
O  -1.02178  -1.17041  -0.49059

Cartesian forces (eV/Å) of the 2 atoms listed first:
C 0.515 -0.301 -0.315
C 1.439 1.082 0.880

The value obtained for the HOMO-LUMO gap (alpha / beta) is 6.74 / 6.78 eV. Its charge is +3. As for the total energy: -419.81308 hartree. The spin multiplicity is 1. For the lowest unoccupied orbital energy (alpha / beta), the calculation gives -15.60 / -15.59 eV. The calculation puts the relative energy (zero: lowest compared OMol25 entry of this formula, charge and spin) at 0.000 eV.

Löwdin charges, unit e, in atom order: -0.02 -0.15 -0.04 0.12 0.10 0.11 0.16 0.14 -0.21 -0.16 0.29 0.14 0.16 0.13 2.39 -0.16

No. 3
Density functional theory data (the ωB97M-V functional and the def2-TZVPD basis) for a 14-piece molecular cluster, C14H56N8O19 overall in a non-equilibrium geometry.

Atoms and positions in Å:
C  -19.53801  -27.15005  -16.97890
C  -20.58056  -27.86028  -17.81388
O  -20.96607  -26.97610  -18.80250
O  -18.31764  -26.82727  -17.57306
H  -19.20613  -27.84380  -16.20645
H  -19.91441  -26.29767  -16.41333
H  -21.31868  -28.13261  -17.05948
H  -20.23091  -28.74279  -18.34960
H  -20.41107  -26.19300  -18.78374
H  -17.88613  -26.02904  -17.25964
C  -9.93991  -18.48916  -24.45309
C  -9.96310  -19.97015  -24.27159
O  -10.86437  -20.29521  -23.24106
O  -11.19929  -17.86752  -24.64574
H  -9.17286  -18.21600  -25.17773
H  -9.66549  -18.15336  -23.45305
H  -8.96433  -20.37403  -24.10582
H  -10.39197  -20.52248  -25.10771
H  -11.78708  -20.16352  -23.47101
H  -11.19453  -17.04907  -24.14403
C  -5.40888  -20.27422  -19.68575
C  -5.28516  -19.46489  -18.38291
O  -4.33373  -20.07375  -17.50135
O  -6.02387  -21.51263  -19.56173
H  -4.36551  -20.45019  -19.94748
H  -5.88516  -19.79043  -20.53852
H  -6.26534  -19.37108  -17.91542
H  -4.86336  -18.49447  -18.64460
H  -4.76489  -20.40389  -16.70969
H  -6.87418  -21.38688  -19.13421
C  -13.12891  -28.50804  -12.73488
C  -11.93229  -27.74545  -11.97728
O  -11.91264  -26.39005  -11.90163
O  -14.36006  -27.98569  -12.58060
H  -13.24007  -29.59023  -12.66704
H  -12.88859  -28.47428  -13.79752
H  -10.98872  -28.03466  -12.44002
H  -11.93984  -28.12219  -10.95449
H  -11.12374  -26.04492  -11.47722
H  -14.31584  -27.02779  -12.62608
C  -15.41151  -28.77305  -23.38439
C  -14.58116  -28.67044  -24.67497
O  -14.49843  -27.38517  -25.13777
O  -14.73230  -28.33462  -22.17457
H  -15.65411  -29.79284  -23.08555
H  -16.23494  -28.06894  -23.50389
H  -15.05758  -29.35828  -25.37352
H  -13.61592  -29.13927  -24.48363
H  -13.97152  -27.38244  -25.94024
H  -15.41031  -28.07978  -21.54452
C  -11.44333  -24.08568  -18.01662
O  -10.89295  -22.94983  -17.92992
N  -12.17304  -24.61207  -17.13898
N  -11.51608  -24.76688  -19.11081
H  -11.99388  -24.41595  -16.16453
H  -12.36180  -25.59589  -17.26760
H  -11.17990  -24.29796  -19.93978
H  -11.78308  -25.73909  -19.05061
C  -17.71225  -23.15007  -22.89315
O  -18.70654  -22.78509  -22.37481
N  -17.75945  -23.65576  -24.06925
N  -16.49682  -23.16416  -22.30926
H  -18.60232  -23.67949  -24.62521
H  -16.87183  -24.01722  -24.38796
H  -16.51371  -22.68773  -21.41887
H  -16.06176  -24.01267  -22.64225
C  -8.77811  -29.86455  -16.51348
O  -9.40765  -29.71804  -17.53922
N  -7.77552  -29.21518  -15.97361
N  -9.03360  -30.83204  -15.67378
H  -7.43969  -28.40163  -16.46908
H  -7.53003  -29.51259  -15.04014
H  -8.61852  -30.92613  -14.75783
H  -9.67092  -31.47852  -16.11646
C  -11.90034  -16.65961  -17.72397
O  -11.22481  -17.02893  -16.72255
N  -12.55982  -15.53322  -17.86545
N  -12.16541  -17.37439  -18.73164
H  -12.56635  -14.96224  -17.03236
H  -13.25480  -15.47077  -18.59565
H  -11.67305  -18.25597  -18.75362
H  -12.81717  -17.11947  -19.45989
O  -9.66804  -20.68414  -11.27193
H  -10.04968  -20.37271  -10.45120
H  -10.41861  -20.81372  -11.85167
O  -13.45772  -19.78889  -13.84282
H  -14.09528  -19.07493  -13.84519
H  -12.80771  -19.53234  -14.49698
O  -8.36611  -26.71152  -24.06439
H  -7.84901  -27.02799  -23.32365
H  -7.77229  -26.13175  -24.54135
O  -16.05370  -23.52455  -13.31579
H  -16.93112  -23.17510  -13.16007
H  -15.49712  -22.74971  -13.39373
O  -15.91326  -20.40304  -17.82505
H  -15.00584  -20.62979  -17.62156
H  -16.41179  -20.70282  -17.06491

Cartesian forces (eV/Å) of the 2 atoms listed first:
C 1.165 -1.332 2.536
C 1.771 0.936 0.239

The value obtained for the HOMO-LUMO gap is 9.38 eV. As for the total energy: -2434.44683 hartree. The spin multiplicity is 1. For the lowest unoccupied orbital energy, the calculation gives -0.08 eV.

Löwdin charges, unit e, in atom order: -0.28 -0.26 -0.05 -0.06 0.11 0.13 0.12 0.12 0.08 0.09 -0.26 -0.26 -0.07 -0.06 0.12 0.12 0.13 0.12 0.09 0.08 -0.28 -0.23 -0.07 -0.06 0.12 0.11 0.12 0.11 0.08 0.09 -0.27 -0.26 -0.05 -0.04 0.12 0.10 0.11 0.11 0.10 0.09 -0.20 -0.29 -0.04 -0.10 0.12 0.12 0.11 0.12 0.10 0.07 -0.79 -0.03 0.17 0.17 0.13 0.11 0.13 0.12 -0.83 0.06 0.16 0.15 0.13 0.11 0.11 0.10 -0.79 0.04 0.15 0.13 0.12 0.11 0.11 0.12 -0.77 -0.02 0.15 0.16 0.12 0.11 0.13 0.12 -0.05 0.03 0.02 -0.06 0.03 0.03 -0.06 0.03 0.03 -0.05 0.03 0.02 -0.05 0.03 0.03